# 1
{
  "formula": "C26H32BCl4F4N7O3STeZr",
  "method": "ωB97M-V/def2-TZVPD",
  "spin_multiplicity": 1,
  "total_charge": 0,
  "de_lowest_kcal_mol": 0.0,
  "homo_lumo_gap_ha": 0.260,
  "energy_ha": -4597.83351,
  "e_homo_ev": -7.25,
  "species": ["Zr", "C", "C", "N", "C", "C", "N", "C", "C", "N", "H", "H", "H", "H", "H", "H", "H", "H", "H", "H", "H", "H", "H", "H", "H", "Cl", "C", "C", "Cl", "C", "Cl", "C", "O", "C", "O", "C", "Cl", "C", "N", "C", "N", "S", "H", "H", "H", "H", "H", "H", "N", "C", "O", "C", "C", "C", "C", "N", "C", "H", "H", "H", "H", "H", "H", "F", "B", "F", "F", "F", "Te", "C", "C", "C", "C", "C", "C", "H", "H", "H", "H", "H"],
  "coordinates": [[1.3574, -0.0984, -0.0904], [3.2840, 0.6810, -2.4438], [3.0102, 2.1026, -1.9984], [2.1679, 2.1128, -0.7799], [1.1178, 3.1607, -0.7798], [-0.2750, 2.5334, -0.7821], [-0.2355, 1.1932, -1.3999], [-0.0043, 1.2739, -2.8585], [1.0011, 0.2397, -3.3692], [2.0314, -0.0950, -2.3683], [4.0004, 0.1984, -1.7786], [3.6959, 0.6701, -3.4579], [2.4815, 2.6348, -2.7898], [3.9473, 2.6356, -1.8313], [2.7565, 2.2472, 0.0387], [1.2618, 3.8128, -1.6427], [1.2266, 3.7656, 0.1195], [-0.9933, 3.1775, -1.3002], [-0.6385, 2.3879, 0.2321], [-1.1647, 0.8116, -1.2156], [0.3452, 2.2795, -3.0901], [-0.9495, 1.1510, -3.3934], [1.4654, 0.6078, -4.2896], [0.4845, -0.6854, -3.6168], [2.2691, -1.0779, -2.4534], [6.5393, -4.5683, 1.0535], [5.5989, -3.1262, 0.9811], [6.0550, -1.9574, 1.5868], [7.5673, -1.9468, 2.4122], [5.2922, -0.7888, 1.5239], [5.8251, 0.6874, 2.2282], [4.0725, -0.8073, 0.8678], [3.2717, 0.2458, 0.6983], [3.6144, -1.9769, 0.2617], [2.4514, -1.8452, -0.3754], [4.3759, -3.1319, 0.3076], [3.7822, -4.5427, -0.4921], [-4.1177, 0.0299, 3.3632], [-3.8026, 0.7672, 2.1538], [-3.6907, 0.1979, 0.9613], [-3.7992, -1.1423, 0.9187], [-3.5035, 1.1309, -0.4564], [-4.3896, 0.7425, 4.1342], [-3.2633, -0.5538, 3.7103], [-4.9704, -0.6274, 3.1842], [-3.6141, 1.7578, 2.2073], [-3.5680, -1.6872, 1.7360], [-3.6176, -1.5968, 0.0414], [-4.1770, -1.3688, -2.6008], [-3.5012, -2.4295, -3.0969], [-3.9936, -3.2061, -3.8951], [-2.0818, -2.6425, -2.6298], [-1.4465, -3.8050, -3.0537], [-0.1496, -4.0342, -2.6476], [0.4907, -3.0832, -1.8664], [-0.0931, -1.9472, -1.4748], [-1.3726, -1.7617, -1.8301], [-5.1201, -1.2443, -2.9299], [-3.8095, -0.6679, -1.9630], [-1.9945, -4.4951, -3.6808], [0.3804, -4.9348, -2.9244], [1.5055, -3.2333, -1.5267], [-1.8526, -0.8698, -1.4455], [-0.6962, -0.4231, 0.6995], [-0.6116, -1.5294, 1.7092], [-1.1085, -1.0634, 2.8925], [0.7824, -1.7585, 1.7188], [-1.3132, -2.6038, 1.2216], [1.3543, 1.6139, 2.4343], [-0.5389, 2.3315, 3.0862], [-1.1693, 3.4429, 2.5281], [-2.3462, 3.9534, 3.0635], [-2.8937, 3.3863, 4.2060], [-2.2580, 2.2990, 4.7941], [-1.1097, 1.7654, 4.2287], [-0.7221, 3.9459, 1.6792], [-2.8186, 4.8138, 2.6055], [-3.7923, 3.8014, 4.6453], [-2.6611, 1.8607, 5.6996], [-0.6341, 0.9068, 4.6853]],
  "atomic_forces_ev_per_a": [[0.0, -0.1, 0.3], [0.0, -0.1, 0.0], [0.0, 0.1, 0.0], [-0.1, 0.0, 0.0], [0.0, 0.0, 0.0], [0.0, 0.0, 0.0], [0.1, 0.0, -0.1], [0.0, 0.0, 0.0], [0.0, 0.0, 0.0], [0.0, 0.0, -0.1], [0.0, 0.0, 0.0], [0.0, 0.0, 0.0], [0.0, 0.0, 0.0], [0.0, 0.0, 0.0], [0.0, 0.0, 0.0], [0.0, 0.0, 0.0], [0.0, 0.0, 0.0], [0.0, 0.0, 0.0], [0.0, 0.0, 0.0], [0.0, 0.0, 0.0], [0.0, 0.0, 0.0], [0.0, 0.0, 0.0], [0.0, 0.0, 0.0], [0.0, 0.0, 0.0], [0.0, 0.0, 0.0], [0.0, 0.0, 0.0], [0.0, 0.0, 0.0], [0.0, -0.1, 0.0], [0.0, 0.0, 0.0], [-0.1, 0.0, 0.0], [0.0, 0.0, 0.0], [0.1, 0.2, 0.0], [0.0, -0.1, -0.1], [0.0, -0.1, -0.1], [0.1, 0.0, 0.0], [0.0, 0.0, 0.0], [0.0, 0.0, 0.0], [0.0, 0.0, 0.0], [0.0, 0.0, -0.1], [0.0, 0.0, 0.0], [0.0, 0.0, 0.0], [0.0, 0.0, 0.0], [0.0, 0.0, 0.0], [0.0, 0.0, 0.0], [0.0, 0.0, 0.0], [0.0, 0.0, 0.0], [0.0, 0.0, 0.0], [0.0, 0.0, 0.0], [0.1, -0.1, 0.0], [-0.1, 0.1, 0.0], [0.0, 0.0, 0.0], [0.0, 0.0, 0.0], [0.0, 0.0, 0.0], [0.0, 0.0, 0.0], [0.0, -0.1, 0.0], [0.0, 0.1, 0.1], [0.0, 0.0, 0.0], [0.0, 0.0, 0.0], [0.0, 0.1, -0.1], [0.0, 0.0, 0.0], [0.0, 0.0, 0.0], [0.0, 0.0, 0.0], [0.0, 0.0, 0.0], [-0.2, 0.0, 0.0], [0.0, 0.0, 0.2], [0.0, -0.1, -0.1], [-0.1, 0.1, -0.1], [0.0, 0.0, 0.0], [0.0, 0.0, -0.1], [0.0, 0.0, 0.1], [0.0, 0.0, -0.1], [0.0, 0.0, 0.0], [0.0, 0.0, 0.0], [0.0, 0.0, 0.0], [0.0, 0.0, 0.0], [0.0, 0.0, 0.0], [0.0, 0.0, 0.0], [0.0, 0.0, 0.0], [0.0, 0.0, 0.0], [0.0, 0.0, 0.0]],
  "lowdin_charge": [1.74, -0.16, -0.16, -0.16, -0.20, -0.23, -0.16, -0.15, -0.16, -0.15, 0.12, 0.13, 0.11, 0.14, 0.05, 0.11, 0.09, 0.13, 0.05, 0.00, 0.11, 0.13, 0.13, 0.11, 0.11, 0.67, -0.71, -0.70, 0.67, -0.61, 0.71, -0.37, -0.41, -0.36, -0.31, -0.60, 0.72, -0.06, -0.01, -0.85, 0.14, 0.65, 0.08, 0.08, 0.09, 0.10, 0.10, 0.07, 0.17, -0.50, 0.06, -0.09, 0.02, -0.01, -0.11, 0.04, -0.09, 0.12, -0.04, 0.13, 0.11, 0.07, 0.05, -0.11, -1.28, 0.18, 0.08, 0.17, 1.03, -0.61, -0.16, -0.10, -0.12, -0.12, -0.17, 0.08, 0.10, 0.10, 0.11, 0.09]
}

---

# 2
{
  "formula": "C26H32BN2",
  "method": "ωB97M-V/def2-TZVPD",
  "spin_multiplicity": 1,
  "total_charge": 1,
  "de_lowest_kcal_mol": 32.1,
  "homo_lumo_gap_ha": 0.235,
  "energy_ha": -1144.03777,
  "e_homo_ev": -11.40,
  "species": ["C", "N", "C", "C", "C", "C", "C", "C", "C", "C", "C", "C", "C", "C", "C", "C", "C", "H", "H", "H", "H", "H", "H", "H", "H", "H", "H", "H", "H", "H", "H", "C", "C", "N", "C", "C", "C", "C", "C", "C", "C", "C", "B", "H", "H", "H", "H", "H", "H", "H", "H", "H", "H", "H", "H", "H", "H", "H", "H", "H", "H"],
  "coordinates": [[1.3120, -7.3093, 1.2706], [2.2250, -6.2584, 1.7083], [3.2241, -5.7211, 0.9560], [3.9280, -4.7651, 1.7053], [5.0811, -4.1104, 1.2264], [5.7727, -2.9889, 1.7701], [5.1560, -2.0018, 2.5696], [5.8814, -0.9451, 3.0654], [7.2321, -0.8230, 2.7795], [7.8511, -1.7570, 1.9668], [7.1367, -2.8110, 1.4578], [3.3193, -4.7607, 3.0248], [3.6373, -4.1243, 4.2317], [2.8675, -4.3727, 5.3447], [1.7960, -5.2650, 5.2942], [1.4913, -5.9343, 4.1328], [2.2575, -5.6860, 2.9934], [0.6152, -7.5649, 2.0656], [0.7478, -6.9750, 0.4022], [1.8718, -8.2010, 0.9943], [3.4364, -6.0049, -0.0580], [5.5210, -4.5487, 0.3455], [4.0963, -2.0549, 2.7479], [5.4008, -0.1976, 3.6759], [7.7983, 0.0038, 3.1769], [8.9004, -1.6572, 1.7370], [7.6211, -3.5366, 0.8253], [4.4918, -3.4782, 4.2977], [3.0970, -3.8770, 6.2743], [1.2072, -5.4408, 6.1803], [0.6855, -6.6463, 4.0968], [2.7084, -0.5145, -2.5516], [2.2965, -1.9547, -2.3342], [2.7515, -2.8955, -3.4349], [2.2914, -4.2940, -3.0668], [2.7064, -5.3565, -4.0616], [2.3522, -2.4752, -4.7775], [1.0065, -2.3661, -5.0879], [0.5982, -1.9742, -6.3478], [1.5347, -1.6858, -7.3170], [2.8785, -1.7905, -7.0220], [3.2836, -2.1826, -5.7603], [4.3163, -2.9529, -3.2482], [4.5928, -3.2886, -2.1550], [2.2487, 0.1527, -1.8189], [3.7880, -0.3821, -2.4747], [2.4145, -0.1670, -3.5423], [2.6800, -2.3217, -1.3765], [1.2062, -2.0295, -2.2688], [2.6688, -4.5365, -2.0682], [1.2006, -4.2672, -2.9765], [2.2446, -6.3213, -3.8394], [2.4174, -5.0797, -5.0757], [3.7859, -5.5103, -4.0688], [0.2773, -2.5922, -4.3301], [-0.4541, -1.8951, -6.5690], [1.2166, -1.3799, -8.3011], [3.6116, -1.5658, -7.7786], [4.3347, -2.2601, -5.5435], [4.8148, -3.7086, -3.9951], [4.8136, -1.9075, -3.4421]],
  "atomic_forces_ev_per_a": [[-0.1, -0.1, -0.2], [1.1, 0.6, -1.0], [-1.1, -0.8, 1.1], [1.3, 0.9, 0.0], [-1.2, -0.7, 0.4], [0.3, 0.5, 0.3], [-0.1, -0.3, -0.3], [-0.1, 0.2, 0.1], [0.0, -0.1, 0.0], [0.4, 0.1, 0.1], [-0.4, -0.4, -0.2], [-0.4, 0.1, 0.4], [-0.1, -0.3, -0.3], [0.0, -0.1, 0.1], [0.1, 0.1, 0.0], [-0.1, -0.4, -0.8], [0.7, 0.6, 0.4], [0.1, 0.1, 0.0], [0.0, 0.1, 0.0], [0.0, 0.0, 0.1], [-0.2, -0.2, -0.2], [0.1, 0.0, -0.4], [-0.2, 0.0, 0.0], [-0.1, 0.1, 0.0], [0.1, 0.1, 0.0], [0.1, 0.0, -0.1], [0.1, -0.1, -0.1], [0.1, 0.1, 0.1], [0.1, 0.0, 0.1], [-0.1, 0.0, 0.1], [-0.2, -0.1, 0.1], [0.3, 0.3, -0.1], [-0.8, 0.1, -0.1], [0.7, -0.5, 1.5], [-0.8, 0.0, -0.3], [0.3, -0.2, -0.3], [-0.4, 0.1, -0.4], [0.0, -0.1, 0.4], [-0.2, 0.0, 0.1], [0.0, 0.1, -0.3], [-0.1, 0.0, 0.0], [0.5, -0.1, 0.3], [1.3, 0.1, -0.4], [-0.2, -0.4, 1.1], [-0.2, -0.2, 0.0], [-0.1, -0.1, 0.0], [-0.1, 0.0, 0.0], [0.2, -0.2, -0.4], [0.0, 0.0, -0.1], [0.2, 0.4, -0.2], [0.0, 0.0, -0.1], [-0.2, 0.2, 0.1], [-0.1, 0.0, 0.0], [-0.1, 0.1, 0.1], [-0.3, 0.0, 0.1], [-0.1, 0.0, 0.0], [0.0, 0.0, -0.1], [0.2, 0.0, -0.1], [0.1, 0.0, 0.1], [0.1, -0.5, -0.6], [0.1, 0.7, -0.2]],
  "lowdin_charge": [0.02, -0.04, 0.07, -0.12, 0.13, -0.19, -0.03, -0.05, -0.03, -0.05, 0.00, -0.10, -0.01, -0.05, -0.06, 0.00, -0.14, 0.09, 0.10, 0.11, 0.15, 0.13, 0.12, 0.12, 0.12, 0.12, 0.12, 0.10, 0.11, 0.12, 0.11, -0.06, -0.19, -0.18, -0.19, -0.07, -0.22, -0.02, -0.07, -0.08, -0.05, -0.01, -0.40, 0.03, 0.08, 0.07, 0.09, 0.11, 0.12, 0.10, 0.12, 0.08, 0.09, 0.07, 0.11, 0.11, 0.11, 0.11, 0.10, 0.03, 0.03]
}

---

# 3
{
  "formula": "C26H32BrLuO4",
  "method": "ωB97M-V/def2-TZVPD",
  "spin_multiplicity": 1,
  "total_charge": 0,
  "de_lowest_kcal_mol": 2.1,
  "homo_lumo_gap_ha": 0.314,
  "energy_ha": -5120.43958,
  "e_homo_ev": -8.10,
  "species": ["O", "C", "C", "H", "H", "C", "H", "H", "C", "H", "H", "H", "C", "H", "H", "H", "Lu", "C", "C", "C", "H", "C", "C", "H", "H", "H", "H", "C", "C", "C", "H", "C", "C", "H", "H", "H", "H", "O", "C", "C", "H", "H", "C", "H", "H", "C", "H", "H", "H", "H", "Br", "C", "C", "C", "C", "C", "C", "C", "O", "O", "H", "H", "H", "H"],
  "coordinates": [[0.1275, -0.4067, -4.4341], [-0.0362, 0.9261, -5.0285], [-0.1561, 0.4762, -6.4544], [0.8089, 1.6153, -4.8676], [-0.9614, 1.3907, -4.6744], [-0.0322, -0.9159, -5.8102], [0.6899, 0.7841, -7.0656], [-1.1219, 0.7190, -6.8978], [1.2343, -1.6534, -6.1829], [2.0948, -1.0039, -5.9971], [1.2333, -1.9252, -7.2399], [1.2728, -2.5609, -5.5670], [-1.2972, -1.7455, -6.0107], [-2.2132, -1.1992, -5.7577], [-1.2339, -2.6781, -5.4412], [-1.3920, -2.0139, -7.0672], [-0.3845, -0.6652, 1.6776], [-2.5596, -1.1853, 2.7088], [-2.4297, 0.2287, 2.8447], [-2.4479, 0.8146, 1.5408], [-2.4704, 0.7829, 3.7824], [-2.6324, -0.2486, 0.6004], [-2.7054, -1.4789, 1.3208], [-2.9191, -2.4587, 0.8925], [-2.6292, -1.9005, 3.5276], [-2.4524, 1.8825, 1.3165], [-2.8336, -0.1211, -0.4632], [0.8084, -2.3906, 2.9671], [-0.0611, -3.0702, 2.0646], [0.3988, -2.8202, 0.7374], [-0.8759, -3.7299, 2.3582], [1.5402, -1.9573, 0.8201], [1.7991, -1.6939, 2.2004], [2.6712, -1.1755, 2.6032], [0.8047, -2.5174, 4.0463], [0.0165, -3.2912, -0.1694], [2.1725, -1.6526, -0.0100], [0.6994, 0.5208, -0.7353], [-0.1907, -0.2580, -1.5927], [-1.0022, 0.7264, -2.4050], [-0.8318, -0.9632, -1.0363], [0.4879, -0.8877, -2.1747], [0.0829, 1.8341, -2.5592], [-1.8513, 1.1639, -1.8606], [-1.4070, 0.2563, -3.2998], [0.5103, 1.9302, -1.1146], [-0.2707, 2.7742, -2.9848], [0.9462, 1.4462, -3.1232], [-0.3031, 2.3767, -0.5217], [1.4361, 2.4557, -0.8809], [2.7320, 2.7814, 3.2419], [2.0287, 2.4108, 4.9468], [2.5638, 3.0994, 6.0480], [2.1657, 2.7810, 7.3577], [1.2169, 1.7710, 7.5724], [0.6507, 1.1080, 6.4819], [1.0384, 1.4216, 5.1676], [0.4250, 0.6115, 4.0782], [-0.2215, -0.4258, 4.4242], [0.5310, 0.9262, 2.8183], [3.3059, 3.8766, 5.8913], [2.6070, 3.3068, 8.2045], [0.9090, 1.4795, 8.5762], [-0.0864, 0.3161, 6.6088]],
  "atomic_forces_ev_per_a": [[-0.1, 1.0, -2.3], [0.0, 1.2, 0.0], [0.2, -0.4, 0.4], [-0.4, -0.5, 0.0], [0.4, 0.1, -0.1], [-0.1, -0.8, -1.0], [-0.2, -0.2, -0.2], [0.2, -0.2, -0.2], [-0.3, -0.2, 0.1], [0.0, -0.2, 0.1], [0.0, -0.1, 0.0], [0.3, 0.1, -0.2], [0.2, -0.2, 0.2], [0.3, 0.0, 0.2], [-0.2, 0.1, 0.0], [0.2, 0.0, 0.0], [0.3, 1.4, 0.1], [-0.8, 0.5, -0.3], [-1.0, 0.0, -0.6], [-0.6, -0.7, 0.3], [0.5, -0.3, -0.4], [-0.5, -0.1, 0.4], [-0.5, 0.5, 0.0], [0.3, 0.3, 0.1], [0.2, 0.3, -0.3], [0.2, -0.4, 0.1], [0.3, -0.1, 0.4], [0.8, -1.1, -0.6], [0.9, -0.3, 0.1], [0.5, 0.0, 0.2], [0.2, 0.3, -0.2], [0.1, -0.9, 0.4], [0.0, -1.1, -0.1], [-0.5, 0.0, -0.2], [-0.2, 0.4, -0.4], [0.0, 0.4, 0.3], [-0.3, 0.1, 0.2], [-1.2, 0.6, 0.6], [0.2, -0.8, 0.3], [0.3, 0.5, 0.2], [0.3, 0.4, 0.2], [-0.4, 0.2, -0.4], [0.0, -0.3, 0.5], [0.3, -0.2, 0.2], [0.2, 0.2, 0.4], [-0.2, -0.5, 0.6], [0.0, 0.0, 0.1], [-0.5, 0.3, 0.5], [0.2, -0.1, 0.1], [0.0, -0.1, -0.2], [0.2, 0.3, 0.0], [-0.6, -0.4, 1.2], [-0.2, -0.3, 0.2], [-0.3, -0.3, -0.5], [0.0, 0.0, -0.4], [0.4, 0.4, -0.1], [0.7, 0.6, -0.1], [-1.2, -1.7, -0.8], [0.9, 1.7, -0.7], [0.2, 0.4, 1.8], [-0.1, -0.2, -0.1], [-0.1, -0.1, -0.3], [0.1, 0.2, -0.2], [0.2, 0.3, 0.0]],
  "lowdin_charge": [-0.12, -0.22, -0.07, 0.12, 0.11, -0.55, 0.12, 0.12, -0.02, 0.09, 0.09, 0.09, -0.02, 0.09, 0.09, 0.09, 1.63, -0.21, -0.19, -0.18, 0.12, -0.22, -0.21, 0.11, 0.12, 0.11, 0.09, -0.20, -0.22, -0.22, 0.11, -0.21, -0.18, 0.12, 0.11, 0.11, 0.11, -0.19, -0.21, -0.16, 0.08, 0.12, -0.17, 0.11, 0.10, -0.16, 0.13, 0.10, 0.12, 0.13, 0.81, -0.60, -0.13, -0.08, -0.07, -0.01, -0.15, -0.57, -0.07, -0.25, 0.09, 0.10, 0.10, 0.12]
}